Run 1
9
Properties=species:S:1:pos:R:3:lowdin_charge:R:1 method="wB97M-V/def2-TZVPD" lumo_ha=-0.0437 homo_lumo_gap_ev=7.32 homo_ev=-8.507 smiles="On1cnc(=S)o1"
O -1.68406 -0.58787 -0.47385 -0.010
N -0.68592 -0.35621 0.40725 -0.101
C -0.39011 0.94617 0.13264 -0.069
N 0.87805 1.15595 -0.22246 0.134
C 1.44645 -0.00721 -0.05925 -1.003
S 3.11419 -0.30902 -0.09553 0.637
O 0.65281 -1.00677 0.16588 0.018
H -2.17185 -1.54356 -0.20568 0.233
H -1.15955 1.70853 0.35101 0.161

=====

Run 2
9
Properties=species:S:1:pos:R:3:lowdin_charge:R:1 method="wB97M-V/def2-TZVPD" lumo_ha=0.0038 homo_lumo_gap_ev=10.27 homo_ev=-10.169 smiles="O=c1nc(S)o[nH]1"
O -0.13071 2.02398 -1.82438 0.149
C -0.23483 1.13440 -1.08704 -0.530
N -0.11299 0.93427 0.31598 0.127
C -0.03488 -0.34959 0.45627 -0.840
S 0.49721 -0.96600 1.95188 0.851
O -0.13820 -1.26293 -0.54501 -0.007
N -0.48175 -0.24355 -1.54632 0.070
H 1.23783 0.20813 2.42309 -0.015
H -1.26058 -0.38446 -2.30095 0.196

=====

Result of the stability comparison: run 2 is the most stable of them.

=====

Run 1
15
Properties=species:S:1:pos:R:3:lowdin_charge:R:1 method="wB97M-V/def2-TZVPD" lumo_ha=0.0233 homo_lumo_gap_ev=8.66 homo_ev=-8.028
C 0.43747 -0.59763 -0.15097 -0.319
C 0.22126 0.80642 0.00986 -0.207
C -1.75197 -0.37329 0.09319 -0.402
H 2.84813 0.75590 0.88612 0.207
H 3.52973 -0.46375 -0.48659 0.088
H 0.65872 1.22271 -0.98574 0.172
H 0.59365 1.12666 0.98102 0.124
H -1.93581 1.63541 -0.01382 0.202
H -3.55381 0.24967 -0.23622 -0.014
H -0.47122 -2.23776 0.23018 0.147
N 2.59504 -0.01657 -0.19256 -0.165
N 1.75420 -1.05365 -0.04454 -0.081
N -1.16403 0.86597 -0.01540 0.015
N -3.07797 -0.63897 -0.22407 0.062
N -0.68338 -1.28113 0.14953 0.171

=====

Run 2
15
Properties=species:S:1:pos:R:3:lowdin_charge:R:1 method="wB97M-V/def2-TZVPD" lumo_ha=0.0177 homo_lumo_gap_ev=9.15 homo_ev=-8.670 smiles="[H]/N=c1/cn[nH]n1NC"
H 0.99758 1.80970 -0.77016 0.031
N 0.10051 1.98034 -0.34107 0.123
C -0.59468 0.90272 -0.28463 -0.436
C -1.90597 0.61969 0.26465 -0.094
N -2.26179 -0.61244 0.13325 0.069
N -1.10164 -1.27383 -0.24380 -0.042
N -0.20644 -0.35194 -0.79180 -0.137
N 1.14827 -0.76009 -0.64445 -0.019
C 1.49568 -0.41352 0.80554 -0.084
H -2.51072 1.45973 0.65406 0.122
H -1.43890 -2.00097 -0.94489 0.162
H 1.66462 -0.23723 -1.31426 0.086
H 0.66691 -0.93719 1.43893 0.113
H 1.41797 0.58279 1.12681 0.028
H 2.52861 -0.76777 0.91181 0.078

=====

Result of the stability comparison: run 2 is the most stable of them.

=====

Run 1
15
Properties=species:S:1:pos:R:3:lowdin_charge:R:1 method="wB97M-V/def2-TZVPD" lumo_ha=0.0218 homo_lumo_gap_ev=7.86 homo_ev=-7.264
N -0.69097 -0.31713 0.18760 -0.106
C -0.33209 1.10264 -0.24261 -0.345
N -0.89544 -0.57377 1.55563 0.066
C -0.07474 1.04899 -1.71697 -0.276
C 0.60280 -1.16486 -0.40526 -0.248
N 0.42583 -0.01852 -2.15187 0.022
N -0.00492 2.01303 0.54400 0.187
N 1.45892 -1.24431 0.52261 0.061
H -1.48559 -0.62724 -0.37174 0.163
H 0.04174 -0.79688 1.92239 0.074
H -1.25954 0.25877 2.01251 0.085
H 0.06245 1.75613 1.52824 0.056
H 2.16513 -1.95376 0.35370 0.060
H -0.18739 1.98484 -2.26953 0.085
H 0.17382 -1.46794 -1.46871 0.117

=====

Run 2
15
Properties=species:S:1:pos:R:3:lowdin_charge:R:1 method="wB97M-V/def2-TZVPD" lumo_ha=0.0103 homo_lumo_gap_ev=8.73 homo_ev=-8.446
C -1.53669 1.20351 -0.65426 -0.214
C -0.39534 -0.75350 0.75734 -0.245
C 1.74620 -0.72420 0.74952 -0.628
H -2.90213 1.04725 -0.45226 0.149
H -0.70862 1.19218 0.65845 0.222
H -1.33797 2.24874 -1.43472 0.128
H -1.41075 -0.45080 -1.81956 0.115
H -1.40017 -0.50361 1.05924 0.113
H 2.54224 -0.91933 2.30466 0.114
H 1.69754 0.04492 -1.45697 0.206
N -0.91413 0.25500 -1.33800 -0.146
N -0.14849 -0.62797 -0.55745 -0.154
N 0.63630 -0.93048 1.48041 0.117
N 2.82404 -0.53161 1.29309 0.107
N 1.30797 -0.55012 -0.58950 0.116

=====

Run 3
15
Properties=species:S:1:pos:R:3:lowdin_charge:R:1 method="wB97M-V/def2-TZVPD" lumo_ha=0.0274 homo_lumo_gap_ev=9.69 homo_ev=-8.938 smiles="[H]/N=c1/ncn(NC)[nH]1"
H 3.13138 -1.43292 0.06653 0.072
N 3.17680 -0.37184 0.15527 0.119
C 1.99194 0.02432 0.04650 -0.491
N 1.59830 1.38297 0.17361 0.135
C 0.38376 1.43258 -0.11891 -0.212
N -0.14798 0.36858 -0.76619 -0.160
N -1.45776 0.19528 -0.57886 -0.112
C -1.91364 -0.31429 0.73627 -0.087
N 0.80216 -0.71422 -0.37551 0.124
H -0.33531 2.24312 0.08390 0.143
H -1.95050 -0.30576 -1.33425 0.129
H -1.56620 -1.34718 1.02562 0.084
H -2.96703 -0.36661 0.60933 0.058
H -1.59828 0.47171 1.47363 0.091
H 0.85236 -1.26573 -1.19696 0.107

=====

Result of the stability comparison: run 3 is the most stable of them.

=====

Run 1
16
Properties=species:S:1:pos:R:3:lowdin_charge:R:1 method="wB97M-V/def2-TZVPD" lumo_ha=0.0379 homo_lumo_gap_ev=10.40 homo_ev=-9.368
C -0.28063 1.81676 0.63734 -0.061
C -0.15682 0.66591 -0.34875 -0.301
C 1.25101 0.21718 -0.83022 -0.117
C 0.94661 -1.27116 -0.46985 -0.066
C -0.31603 -0.74582 0.11259 -0.301
N -1.35637 -1.14045 0.65349 -0.028
O -1.73043 -2.45358 0.90881 -0.081
H -0.04354 2.75336 0.12300 0.076
H 0.40871 1.70129 1.48054 0.081
H -1.29586 1.90693 1.04340 0.077
H -0.85758 0.82819 -1.17962 0.147
H 1.46387 0.41444 -1.87815 0.103
H 2.03061 0.63963 -0.19414 0.109
H 1.62204 -1.76663 0.23311 0.116
H 0.75960 -1.94194 -1.31344 0.119
H -2.44520 -1.62411 1.02188 0.129

=====

Run 2
16
Properties=species:S:1:pos:R:3:lowdin_charge:R:1 method="wB97M-V/def2-TZVPD" lumo_ha=0.0389 homo_lumo_gap_ev=10.42 homo_ev=-9.366 smiles="C[C@H]1N[C@H]1CC=O"
C -1.44818 0.07310 1.50027 -0.066
C -1.12376 -0.15314 -0.00470 -0.273
N -0.95880 1.07498 -0.65430 -0.020
C 0.10288 0.28983 -1.08722 -0.221
C 1.47420 0.32668 -0.45746 -0.138
C 1.93440 -1.11099 -0.28463 -0.266
O 2.95363 -1.57712 -0.73149 0.048
H -0.59015 0.31834 2.13205 0.060
H -2.11254 0.95639 1.55835 0.075
H -1.99700 -0.75153 1.97500 0.064
H -1.58717 -1.05229 -0.41389 0.110
H -1.60887 1.63766 -1.16136 0.117
H 0.15275 0.06816 -2.18189 0.149
H 1.33963 0.77180 0.53316 0.119
H 2.24635 0.87227 -1.01146 0.118
H 1.22262 -1.74415 0.28958 0.125

=====

Run 3
16
Properties=species:S:1:pos:R:3:lowdin_charge:R:1 method="wB97M-V/def2-TZVPD" lumo_ha=0.0264 homo_lumo_gap_ev=11.60 homo_ev=-10.876 smiles=CC[C@@H](O)CC#N
C -2.11512 -0.22207 0.14243 -0.096
C -0.63414 -0.58842 0.17220 -0.216
C 0.26730 0.61993 -0.06585 -0.419
O 0.10009 1.60046 0.94066 -0.030
C 1.76062 0.24045 -0.14028 -0.131
C 2.07441 -0.67187 -1.24316 -0.225
N 2.30065 -1.39771 -2.11487 0.144
H -2.42001 0.08812 -0.86345 0.080
H -2.73856 -1.07211 0.43608 0.074
H -2.31989 0.61059 0.82225 0.073
H -0.41556 -1.36109 -0.57468 0.113
H -0.36956 -1.01806 1.15199 0.121
H -0.01797 1.11163 -1.00407 0.156
H 0.10949 1.14392 1.79321 0.100
H 2.06544 -0.23775 0.79941 0.128
H 2.35282 1.15398 -0.25187 0.128

=====

Result of the stability comparison: run 3 is the most stable of them.

=====

Run 1
11
Properties=species:S:1:pos:R:3:lowdin_charge:R:1 method="wB97M-V/def2-TZVPD" lumo_ha=0.0272 homo_lumo_gap_ev=9.42 homo_ev=-8.679 smiles=Nc1n[nH]c(O)n1
N 2.18498 0.41933 -0.06844 0.107
C 0.86524 -0.00605 -0.02242 -0.499
N 0.48556 -1.18887 0.41506 0.082
N -0.88348 -1.09323 0.30325 0.061
C -1.20042 0.10776 -0.18451 -0.483
O -2.46861 0.44433 -0.42948 0.110
N -0.13737 0.83580 -0.41843 0.171
H 2.81186 -0.23230 0.38479 0.084
H 2.26800 1.34177 0.34249 0.087
H -1.51165 -1.78951 0.67186 0.157
H -2.42649 1.22955 -0.99414 0.124

=====

Run 2
11
Properties=species:S:1:pos:R:3:lowdin_charge:R:1 method="wB97M-V/def2-TZVPD" lumo_ha=0.0245 homo_lumo_gap_ev=9.12 homo_ev=-8.457
N 2.09664 0.32368 0.28886 0.173
C 0.88330 -0.00573 -0.18539 -0.569
N 0.55595 -1.27732 -0.37771 0.118
N -0.81447 -0.97456 0.58862 0.110
C -1.14103 0.16082 -0.02545 -0.573
O -2.42169 0.29270 -0.35190 0.132
N -0.13817 0.94577 -0.33505 0.150
H 2.86957 -0.33899 0.20132 0.121
H 2.19533 1.31881 0.34537 0.096
H -1.65674 -1.53627 0.73400 0.123
H -2.42869 1.09110 -0.88268 0.119

=====

Result of the stability comparison: run 1 is the most stable of them.

=====

Run 1
11
Properties=species:S:1:pos:R:3:lowdin_charge:R:1 method="wB97M-V/def2-TZVPD" lumo_ha=0.0062 homo_lumo_gap_ev=9.31 homo_ev=-9.142 smiles="[H]/N=c1/ncn(N)o1"
H 2.41157 -1.48726 -0.20713 0.035
N 2.58969 -0.52938 0.10352 0.119
C 1.37161 0.01026 -0.01369 -0.406
N 1.06891 1.42103 0.03601 0.155
C -0.22148 1.35584 -0.10389 -0.115
N -0.84168 0.11342 -0.41309 -0.247
N -1.83599 -0.40270 0.20933 0.008
O 0.21431 -0.75915 -0.37083 -0.006
H -0.78714 2.35908 -0.26808 0.162
H -1.88106 -0.63423 1.22650 0.112
H -2.08874 -1.44691 -0.19864 0.183

=====

Run 2
11
Properties=species:S:1:pos:R:3:lowdin_charge:R:1 method="wB97M-V/def2-TZVPD" lumo_ha=0.0075 homo_lumo_gap_ev=9.86 homo_ev=-9.661 smiles="Cn1[nH]nnc1=O"
C -1.37856 -0.34762 0.12961 -0.030
N -0.03776 -0.01353 -0.23276 -0.113
N 0.96235 -0.90831 0.06963 -0.018
N 2.16377 -0.27510 0.07753 0.016
N 1.95822 0.95905 0.04449 0.085
C 0.54995 1.24329 -0.06135 -0.472
O -0.00994 2.33004 0.01677 0.055
H -1.43217 -0.60442 1.17240 0.088
H -1.98921 0.55588 -0.15163 0.116
H -1.74492 -1.14883 -0.54197 0.094
H 0.95828 -1.79045 -0.52272 0.180

=====

Result of the stability comparison: run 2 is the most stable of them.